(1)
41
Properties=species:S:1:pos:R:3:forces:R:3 method="wB97M-V/def2-TZVPD" lumo_energy_ev=0.5231 homo_lumo_gap_ev=8.964 e_homo_ev=-8.4 smiles="COCCn1c(SCc2ccc(F)cc2)nc2ccccc2c1=O" e_above_lowest_ev=0.403 spin_multiplicity=1
C -0.74951 0.71815 2.89579 0.00 -0.13 0.06
O -0.80237 2.04262 2.42685 -0.03 0.15 -0.19
C 0.43567 2.70736 2.33654 0.18 0.12 -0.16
C 1.10428 2.60749 0.95564 -0.25 0.40 0.51
N 1.55882 1.26444 0.65073 0.25 -0.10 0.08
C 0.85183 0.41434 -0.14899 -0.16 -0.57 -0.40
S -0.63359 1.01761 -0.86229 -0.44 0.01 -0.15
C -1.15063 -0.47919 -1.79534 0.40 0.23 0.27
C -2.58815 -0.34965 -2.17371 -0.04 0.14 -0.03
C -2.95295 -0.00149 -3.46866 0.00 -0.05 0.19
C -4.28519 0.12583 -3.81735 -0.29 0.00 0.04
C -5.24840 -0.09189 -2.84977 0.17 0.00 -0.01
F -6.54969 0.02872 -3.18220 0.08 -0.01 0.03
C -4.91532 -0.43004 -1.55025 -0.16 0.03 -0.12
C -3.57976 -0.55587 -1.21989 0.02 0.03 -0.17
N 1.18774 -0.79802 -0.41527 -0.33 0.07 -0.22
C 2.34197 -1.29487 0.12270 0.51 0.25 0.43
C 2.71741 -2.61342 -0.15731 0.11 0.01 0.07
C 3.88171 -3.11892 0.37271 -0.12 -0.02 -0.08
C 4.69585 -2.33341 1.18903 0.12 0.12 0.12
C 4.33859 -1.03607 1.47620 -0.01 0.04 0.01
C 3.16056 -0.50456 0.94755 -0.05 -0.44 -0.20
C 2.76122 0.86204 1.25077 -0.04 0.01 -0.04
O 3.37241 1.63458 1.96118 0.09 0.05 0.08
H -1.78307 0.41303 3.05090 0.05 -0.09 0.03
H -0.20662 0.65444 3.84648 -0.02 0.01 -0.02
H -0.28119 0.03213 2.18145 -0.04 0.00 0.02
H 0.22405 3.76469 2.52207 0.11 -0.06 0.01
H 1.13269 2.34633 3.10274 -0.05 0.06 -0.05
H 0.40567 2.93038 0.18269 0.14 0.05 0.06
H 1.98519 3.25556 0.96101 -0.17 -0.03 -0.08
H -0.96840 -1.32003 -1.12793 -0.01 0.01 -0.16
H -0.50016 -0.55526 -2.66482 -0.04 -0.15 0.05
H -2.18942 0.16896 -4.21280 0.09 0.01 -0.08
H -4.58116 0.39160 -4.81964 -0.06 0.02 -0.09
H -5.69336 -0.58825 -0.82060 -0.10 -0.02 0.05
H -3.30075 -0.81320 -0.20919 0.04 -0.03 0.12
H 2.07926 -3.20831 -0.79142 -0.08 -0.05 -0.07
H 4.17109 -4.13648 0.15445 0.02 -0.08 -0.02
H 5.60655 -2.74713 1.59455 0.07 -0.02 0.04
H 4.94709 -0.40426 2.10539 0.06 0.03 0.06

=====

(2)
44
Properties=species:S:1:pos:R:3:forces:R:3 method="wB97M-V/def2-TZVPD" lumo_energy_ev=-0.7655 homo_lumo_gap_ev=8.642 e_homo_ev=-9.4 smiles="O=C(c1ccc(S(=O)(=O)Cc2ccccc2F)c([N+](=O)[O-])c1)N1CCCC1" e_above_lowest_ev=3.767 spin_multiplicity=1
O -3.90354 -2.00495 -1.67615 0.07 -0.23 -0.20
C -3.73965 -1.18310 -0.79521 0.22 0.17 0.07
C -2.36555 -0.66744 -0.44763 0.29 -0.14 -0.11
C -1.43683 -1.51091 0.15297 -0.14 0.17 -0.06
C -0.16544 -1.04945 0.45658 0.05 -0.02 0.00
C 0.20636 0.23763 0.12137 0.55 0.40 0.02
S 1.78343 0.86509 0.78267 -0.35 0.14 0.37
O 2.23068 -0.13324 1.71435 0.07 -0.37 -0.21
O 1.50119 2.16792 1.31647 0.05 0.26 -0.19
C 3.01668 0.97826 -0.58801 -0.63 -0.29 0.39
C 4.08911 -0.00292 -0.30810 0.20 -0.42 -0.05
C 5.34177 0.36117 0.16737 -0.12 -0.10 -0.10
C 6.29095 -0.60071 0.46804 0.13 0.03 0.05
C 5.99931 -1.94488 0.31097 -0.03 0.09 0.01
C 4.75335 -2.33548 -0.15108 -0.24 0.04 -0.09
C 3.82382 -1.36091 -0.44779 0.35 0.05 -0.07
F 2.60127 -1.73052 -0.90033 0.12 0.06 0.09
C -0.70806 1.06602 -0.51399 -0.54 -1.04 0.21
N -0.33339 2.39089 -0.94006 -0.01 0.28 -0.30
O 0.81566 2.54083 -1.29273 0.18 0.24 -0.27
O -1.19483 3.23571 -0.96304 -0.20 0.36 0.02
C -1.99491 0.62490 -0.79216 0.27 0.18 0.05
N -4.74053 -0.65951 -0.07214 -0.26 0.01 -0.03
C -4.60180 0.20697 1.08651 0.26 0.34 0.45
C -6.04053 0.42885 1.55757 0.05 -0.12 0.01
C -6.75765 -0.84151 1.10301 0.07 0.13 -0.10
C -6.11192 -1.10942 -0.25080 -0.30 -0.28 -0.22
H -1.71839 -2.52488 0.39230 -0.01 -0.10 0.03
H 0.55472 -1.66736 0.96832 0.03 -0.10 0.06
H 3.35252 2.00949 -0.59708 -0.04 0.08 0.03
H 2.46895 0.75325 -1.49823 0.00 0.08 -0.06
H 5.56807 1.40823 0.29978 0.02 0.13 0.03
H 7.26030 -0.29906 0.83382 0.08 0.03 0.03
H 6.73814 -2.69320 0.55249 0.06 -0.07 0.02
H 4.49601 -3.37536 -0.27475 -0.05 -0.10 -0.03
H -2.68136 1.29186 -1.29343 -0.04 0.05 0.01
H -4.10683 1.14517 0.82662 -0.02 -0.06 0.09
H -4.00486 -0.29199 1.85915 -0.03 0.11 -0.02
H -6.09825 0.58744 2.63183 0.02 0.08 0.01
H -6.46817 1.29596 1.05398 -0.01 0.05 0.01
H -7.83486 -0.71381 1.03076 -0.04 -0.05 0.02
H -6.54577 -1.66073 1.79078 -0.01 -0.05 0.01
H -6.11639 -2.15861 -0.55006 -0.04 0.11 -0.02
H -6.59098 -0.52240 -1.04210 -0.03 -0.10 0.02

=====

(3)
40
Properties=species:S:1:pos:R:3:forces:R:3 method="wB97M-V/def2-TZVPD" lumo_energy_ev=-0.4256 homo_lumo_gap_ev=7.209 e_homo_ev=-7.6 smiles="CCCn1c(/N=C/c2ccc3c(c2)OCO3)nc2ccccc21" e_above_lowest_ev=4.392 spin_multiplicity=1
C 4.34634 0.61269 0.14252 -2.15 1.54 2.20
C 2.80760 0.96878 0.03135 2.01 -1.50 -0.16
C 2.18198 0.96778 1.40197 -0.67 1.44 -0.39
N 0.86303 1.63514 1.35162 -1.25 -0.53 -0.17
C -0.34238 1.01003 0.86249 0.99 0.69 1.15
N -0.34603 -0.29916 0.49273 -2.43 -1.76 -1.84
C -1.48323 -0.72813 -0.08202 4.57 -0.21 -0.48
C -1.35107 -2.05894 -0.85427 -0.90 1.46 0.35
C -0.16015 -2.83583 -0.99034 0.22 4.71 3.04
C -0.11603 -3.89666 -1.76238 0.46 -4.15 -1.79
C -1.22359 -4.37657 -2.38814 -5.28 2.69 -0.94
C -2.45463 -3.59574 -2.32535 1.53 0.13 0.49
C -2.50880 -2.39385 -1.60263 2.84 -3.75 -0.40
O -3.45987 -4.15925 -3.13572 1.39 1.40 1.02
C -2.91105 -5.35191 -3.57320 -0.15 -2.09 2.09
O -1.47508 -5.34317 -3.28824 -0.07 -1.42 -0.94
N -1.40527 1.75485 0.93599 0.84 -0.17 0.21
C -0.95148 2.87977 1.55320 -1.02 1.88 -0.57
C -1.74946 4.02037 1.76400 2.36 -0.33 1.06
C -1.16380 5.07392 2.48529 -1.82 -1.62 -1.13
C 0.15974 5.03057 2.85181 1.42 1.17 0.49
C 0.98895 3.98504 2.46052 -0.36 -1.04 -0.81
C 0.44021 2.87026 1.80472 -1.41 0.46 0.46
H 4.50469 -0.27137 0.68975 0.06 -1.35 0.83
H 4.84172 0.48834 -0.74652 1.00 0.04 -2.37
H 4.81287 1.42081 0.74295 -0.04 -0.36 -0.48
H 2.84357 1.97056 -0.29202 -0.56 1.23 -0.87
H 2.27644 0.30026 -0.69533 0.32 0.71 0.71
H 1.93547 0.01088 1.70938 -0.14 -2.20 0.56
H 2.86416 1.36635 2.17828 -0.63 0.35 -0.44
H -2.29315 0.01264 -0.27366 0.24 -0.97 0.31
H 0.81250 -2.51057 -0.50263 -1.65 -0.26 -0.40
H 0.72225 -4.54646 -1.80580 1.09 -0.08 -0.11
H -3.41559 -1.95153 -1.54269 -2.50 1.95 0.32
H -3.41573 -6.22912 -3.03989 0.94 0.95 0.08
H -3.17728 -5.56018 -4.57132 0.59 0.35 -1.65
H -2.74109 4.01617 1.39564 -0.89 0.12 -0.07
H -1.87143 5.83019 2.72101 0.13 1.07 0.43
H 0.57194 5.92207 3.39339 -0.21 -1.10 -0.56
H 2.04271 3.96094 2.50353 1.12 0.55 0.74

=====

(4)
42
Properties=species:S:1:pos:R:3:forces:R:3 method="wB97M-V/def2-TZVPD" lumo_energy_ev=-0.1066 homo_lumo_gap_ev=8.026 e_homo_ev=-8.1 smiles="CC(C)OC(=O)c1cccnc1SCc1cc(=O)n2ccccc2n1" e_above_lowest_ev=2.722 spin_multiplicity=1
C -3.32347 1.31199 -4.19040 -2.49 -0.76 -0.51
C -1.98105 1.84575 -4.04883 1.06 2.12 0.75
C -1.38767 2.42332 -5.32776 -0.09 -0.29 0.12
O -1.11263 0.79813 -3.56380 0.52 -0.91 1.42
C -1.23973 0.36055 -2.24741 -0.20 0.76 0.24
O -1.96365 0.85775 -1.41755 -0.01 0.20 -1.05
C -0.33999 -0.77373 -1.83588 0.53 -0.33 -0.80
C 0.89414 -0.95143 -2.52119 -0.78 -0.14 -0.26
C 1.68972 -2.01978 -2.18652 0.07 -0.57 0.84
C 1.27213 -2.84667 -1.13296 0.21 -0.30 -0.67
N 0.14818 -2.69808 -0.45521 0.07 0.42 -0.40
C -0.67319 -1.68455 -0.78306 1.29 0.26 -0.23
S -2.09815 -1.63282 0.24052 -0.56 0.12 1.14
C -1.39038 -2.05195 1.92574 1.15 -0.57 -1.11
C -0.42058 -1.04183 2.45058 0.78 2.82 -0.29
C -0.35290 0.27753 1.97021 -0.05 -2.79 0.96
C 0.64395 1.14675 2.53799 -1.77 1.38 -2.89
O 0.77054 2.24411 2.02258 0.98 1.02 0.57
N 1.42271 0.72440 3.57707 2.21 -1.94 2.63
C 2.49545 1.48333 4.11473 0.49 0.12 0.24
C 3.29459 1.06916 5.14115 -1.34 -0.82 0.33
C 2.98917 -0.21730 5.76188 -0.80 -0.55 -1.10
C 1.99398 -1.02775 5.24762 1.01 1.24 -0.40
C 1.24948 -0.60385 4.05743 -1.21 -0.46 -0.33
N 0.38792 -1.44286 3.49224 0.34 0.44 0.46
H -3.77059 1.02757 -3.22926 0.22 0.09 -0.19
H -3.26299 0.41286 -4.80497 -0.19 -0.11 -0.12
H -4.04563 2.00094 -4.68554 0.67 -0.27 0.30
H -1.98938 2.69190 -3.35025 0.10 -0.40 0.42
H -0.38839 2.80737 -5.16138 0.16 0.09 0.09
H -1.99898 3.21374 -5.78794 0.02 -0.24 0.50
H -1.32869 1.62335 -6.03208 0.20 -0.57 -0.80
H 1.20372 -0.32914 -3.37644 -0.53 -0.07 0.66
H 2.61649 -2.27480 -2.68956 -0.13 0.27 -0.05
H 1.84760 -3.74905 -0.91174 -0.03 0.33 0.18
H -0.87537 -3.02683 1.93807 -0.32 0.33 -0.32
H -2.18980 -2.12752 2.63198 -0.91 0.01 0.14
H -0.96552 0.63968 1.12143 0.59 -0.14 0.81
H 2.75624 2.44067 3.68389 -0.79 -0.08 -0.44
H 4.04099 1.74402 5.59265 -0.41 -0.50 -0.63
H 3.58330 -0.62174 6.57192 -0.01 0.31 0.12
H 1.79840 -2.02316 5.66003 -0.06 0.51 -0.35